(1)
Computed, not measured: a molecular structure, C12H30F6N2O4PSr at a distorted geometry, with ωB97M-V/def2-TZVPD.

Element x y z (Å)
Sr 9.627 4.652 -7.377
P 11.803 1.795 -8.224
F 13.249 2.275 -7.591
F 12.537 1.035 -9.453
F 10.336 1.213 -8.616
F 11.438 3.094 -9.172
F 11.936 0.431 -7.399
F 11.153 2.694 -7.006
O 8.771 6.559 -8.534
O 8.340 3.427 -9.161
O 11.206 5.389 -5.720
O 8.059 5.839 -5.821
N 11.593 6.187 -8.487
N 8.072 2.954 -6.455
C 7.618 3.420 -5.104
C 9.633 7.708 -8.811
C 8.739 3.268 -10.551
C 7.290 2.541 -8.796
C 11.058 7.358 -9.289
C 12.513 5.802 -6.055
C 7.293 4.951 -5.016
C 11.122 5.211 -4.324
C 6.905 2.845 -7.369
C 7.778 7.241 -5.566
C 12.437 6.677 -7.377
C 7.505 6.716 -9.300
H 7.880 3.271 -11.221
H 13.031 4.872 -6.286
H 11.733 4.332 -4.120
H 11.561 6.074 -3.822
H 10.115 4.986 -3.971
H 6.295 3.746 -7.301
H 6.412 2.474 -9.438
H 7.357 5.270 -3.976
H 7.238 7.371 -4.629
H 9.556 3.828 -11.005
H 9.128 2.253 -10.635
H 6.245 4.864 -5.302
H 12.208 5.857 -9.217
H 6.891 7.427 -8.747
H 8.506 3.238 -4.499
H 8.235 1.992 -6.194
H 7.679 7.044 -10.325
H 11.072 7.123 -10.353
H 13.098 6.336 -5.306
H 13.423 6.833 -7.814
H 6.758 2.797 -4.859
H 9.778 8.206 -7.852
H 12.173 7.663 -6.996
H 7.740 1.549 -8.751
H 7.071 5.717 -9.340
H 9.123 8.388 -9.493
H 11.785 8.166 -9.367
H 8.713 7.760 -5.357
H 7.283 7.745 -6.396
H 6.389 1.991 -6.931

The value obtained for the LUMO energy is -2.4 eV. The energy above the lowest of the compared OMol25 structures with the same formula, charge and spin is 48.0 kcal per mole. The HOMO energy comes out at -13.47 eV. The value obtained for the orbital gap is 11.08 eV. Its charge is +1. For the total energy, the calculation gives -50530.616 eV.

(2)
Computed, not measured: 4 unconnected molecules or ions with the total composition C20H20F25N2O6 at a distorted geometry, with ωB97M-V/def2-TZVPD.

Element x y z (Å)
F -5.752 -3.128 3.733
F 0.274 -2.027 5.362
F 6.051 1.581 0.630
F 8.949 4.375 0.484
F 8.775 1.732 1.635
F -3.669 -1.745 6.177
F 2.689 -1.499 1.385
F -3.894 0.246 -0.080
F -0.716 -0.024 -2.854
F 2.739 -2.399 -0.606
F 1.191 -0.401 -4.746
F 1.206 0.825 -2.351
F 4.710 3.028 2.432
F 10.098 3.448 -1.102
F -5.517 -2.887 6.367
F -1.485 -3.319 5.531
F 3.802 0.064 -1.546
F -0.410 -1.383 2.848
F -1.839 -0.713 4.341
F 10.764 2.614 1.394
F 4.530 2.910 -0.212
F 4.910 -0.966 0.023
F 6.775 3.726 2.346
F -3.944 -4.048 4.540
F 2.323 -1.650 -3.351
O -2.344 -2.467 3.008
O -5.882 -0.776 0.324
O 8.022 2.806 -0.854
O -7.916 1.396 -1.380
O -5.137 1.019 -4.601
O 0.451 -1.048 -1.332
N -7.130 -0.352 -2.709
N -5.665 0.915 -1.272
C 9.691 2.120 0.734
C -5.995 -0.078 -4.920
C 2.580 -1.229 0.051
C -4.802 -2.089 5.535
C -5.229 -1.360 -4.704
C 1.094 -1.179 -3.644
C -3.738 -2.162 3.116
C -4.520 -2.860 4.242
C 5.621 3.661 1.660
C 0.530 -0.335 -2.495
C -5.240 0.056 -0.332
C -0.636 -2.746 4.661
C 1.148 -0.701 -0.155
C 6.734 3.391 -0.729
C -1.376 -1.804 3.706
C 3.760 -0.302 -0.251
C -7.261 -0.032 -4.094
C 5.772 2.871 0.355
C -7.050 0.645 -1.855
C 9.136 3.220 -0.179
H 1.082 0.367 0.050
H -4.974 1.092 -1.990
H -4.174 -2.561 2.202
H -5.680 1.811 -4.607
H -4.263 -1.128 -4.295
H -5.387 -1.192 5.322
H 6.784 4.480 -0.729
H 3.715 0.591 0.375
H 9.993 1.259 0.134
H -3.932 -1.091 3.085
H -7.957 -0.720 -4.576
H 6.246 3.108 -1.660
H 5.263 4.674 1.454
H 0.426 -2.018 -3.845
H -0.124 -3.524 4.091
H -5.770 -2.024 -4.053
H -6.268 0.016 -5.970
H -7.682 0.974 -4.236
H 0.573 -1.191 0.628
H -5.050 -1.863 -5.647

The value obtained for the LUMO energy is 1.7 eV. The HOMO energy comes out at -3.70 eV. The value obtained for the orbital gap is 5.35 eV. Its charge is -1. For the total energy, the calculation gives -104268.174 eV.

(3)
Computed, not measured: 6 unconnected molecules or ions with the total composition C29H69F3NO8PSi at a distorted geometry, with ωB97M-V/def2-TZVPD.

Element x y z (Å)
P -1.914 1.898 -4.581
Si -0.979 0.996 -2.724
F -3.552 3.982 -2.125
F -5.395 3.115 -1.372
F -3.755 3.549 -0.004
O -1.690 -1.486 1.474
O 3.366 5.855 -1.895
O -3.027 0.762 -5.140
O -4.864 2.983 4.312
O 2.711 -4.958 4.752
O 7.055 1.553 -0.027
O 2.872 3.736 -1.240
O -3.950 -4.058 -6.104
N -0.580 1.923 -5.666
C -6.321 3.061 2.329
C -3.506 1.702 -1.489
C 8.424 0.495 -1.780
C -1.982 1.651 -1.262
C 0.802 1.582 -2.715
C 7.872 1.768 -1.163
C -4.048 3.085 -1.241
C -5.305 -4.372 -6.361
C 4.836 4.800 -0.300
C -6.171 2.772 3.814
C 7.668 0.902 1.071
C 3.282 -5.503 5.927
C 3.641 4.876 -1.219
C -2.840 -0.310 3.298
C -2.760 -1.532 2.400
C -5.168 5.354 4.907
C 1.612 1.101 -1.515
C 3.430 2.763 -2.150
C -3.685 -2.728 -5.699
C -0.385 -1.406 2.016
C -4.350 4.296 4.185
C -5.937 -3.537 -7.463
C 3.105 1.390 -1.647
C 2.154 -5.887 3.841
C 1.021 -6.718 4.420
C 4.426 -6.469 5.671
C -4.383 -2.311 -4.418
C 8.863 1.644 1.642
C -0.004 -2.583 2.896
H -5.968 -2.477 -7.209
H 0.283 -1.368 1.154
H -5.307 -5.421 -6.656
H -3.808 1.445 -2.499
H -2.923 0.598 2.699
H 1.234 1.587 -0.624
H -4.688 6.328 4.808
H 1.258 1.200 -3.624
H -1.962 -0.207 3.936
H -2.721 -2.454 2.992
H -0.096 -3.518 2.340
H 3.651 -4.646 6.490
H -3.350 4.256 4.617
H -4.226 4.557 3.129
H 1.510 0.030 -1.381
H -3.922 -2.028 -6.510
H 9.082 -0.041 -1.096
H 2.934 -6.533 3.424
H -2.605 -2.681 -5.552
H -7.336 2.832 2.003
H 4.848 -6.808 6.617
H 0.608 -7.374 3.654
H 3.022 2.974 -3.132
H 3.600 0.668 -2.288
H 0.226 -6.070 4.792
H 2.510 -5.974 6.545
H 7.612 -0.178 -2.057
H 8.682 2.466 -0.925
H 6.891 0.828 1.832
H -3.663 -1.591 1.792
H 8.576 2.650 1.950
H -6.177 5.438 4.503
H 0.808 2.662 -2.818
H 9.674 1.736 0.918
H 7.942 -0.125 0.802
H -6.962 -3.866 -7.639
H 8.999 0.733 -2.676
H -5.624 2.454 1.750
H 1.770 -5.289 3.014
H -0.414 1.062 -6.171
H -4.112 -2.980 -3.600
H 4.736 5.550 0.469
H 4.103 -7.351 5.116
H 4.878 3.829 0.167
H -5.895 -4.304 -5.440
H -3.715 -0.376 3.945
H 5.714 4.976 -0.901
H 7.230 2.271 -1.888
H 9.254 1.112 2.510
H -0.660 2.694 -6.306
H 4.506 2.900 -2.223
H -1.063 -0.491 -2.738
H 5.213 -5.983 5.093
H -5.253 5.112 5.967
H -5.373 -3.642 -8.391
H -6.125 4.107 2.092
H 1.354 -7.344 5.249
H -0.253 -0.462 2.557
H -1.799 0.988 -0.426
H -0.642 -2.659 3.777
H -1.603 2.634 -1.020
H 1.025 -2.481 3.241
H -6.385 1.719 4.000
H -4.024 1.027 -0.824
H -5.470 -2.332 -4.517
H -2.780 0.543 -6.040
H 3.577 1.296 -0.674
H -6.901 3.347 4.395
H -4.093 -1.295 -4.154

The value obtained for the LUMO energy is 0.6 eV. As for the SMILES: CC(=O)OCCCC[Si@@H](CCC(F)(F)F)P(N)O.CCOCC.CCOCC.CCOCC.CCOCC.CCOCC. The HOMO energy comes out at -7.83 eV. The value obtained for the orbital gap is 8.39 eV. For the total energy, the calculation gives -74380.184 eV.

(4)
Computed, not measured: 6 unconnected molecules or ions with the total composition C23H52N2O9P at a distorted geometry, with ωB97M-V/def2-TZVPD.

Element x y z (Å)
P -1.794 -1.743 -0.677
O 4.207 -0.910 -4.482
O -0.842 -2.924 -0.248
O -1.255 -0.410 -0.525
O 5.075 4.314 -6.518
O 1.045 1.084 3.064
O -7.185 -6.623 2.780
O -2.376 -2.038 -2.098
O -5.339 -2.659 -1.883
O 2.567 5.833 2.824
N -5.614 -4.198 1.453
N -3.116 -1.853 0.548
C -4.532 -1.523 0.118
C 2.992 0.132 -2.744
C 3.124 -0.008 -4.254
C 2.134 6.031 4.174
C 4.439 -0.055 -2.290
C 2.260 2.578 1.690
C 1.571 2.419 3.036
C 4.933 -1.114 -3.268
C 3.617 6.756 2.514
C -7.873 -7.521 4.857
C -7.707 -5.546 3.568
C 3.167 6.939 4.827
C 6.858 2.768 -6.672
C -7.430 -7.873 3.443
C 6.026 3.784 -7.445
C 1.114 0.515 1.758
C 3.635 7.779 3.641
C -8.577 -6.182 4.641
C 1.426 1.657 0.803
C 5.841 2.253 -5.656
C 5.058 3.520 -5.334
C -5.058 -4.047 0.102
C -5.357 -2.666 -0.463
H 4.721 -2.124 -2.900
H 2.366 -0.671 -2.343
H 1.145 6.502 4.157
H 6.293 1.800 -4.774
H 3.368 0.953 -4.719
H -6.859 -5.005 4.004
H 2.755 7.525 5.646
H -3.989 -4.300 0.065
H -7.003 -7.388 5.503
H 3.288 2.212 1.747
H -8.648 -5.573 5.540
H 4.562 6.205 2.462
H 2.223 -0.401 -4.728
H 5.534 4.086 -4.526
H 2.916 8.576 3.439
H 0.167 0.024 1.530
H 5.484 3.307 -8.269
H -6.380 -2.443 -0.180
H -2.652 -2.946 -2.271
H 2.287 3.612 1.356
H 4.995 0.874 -2.426
H 4.022 3.322 -5.052
H 6.621 4.602 -7.852
H 3.998 6.346 5.217
H -4.863 -4.217 2.131
H 1.942 1.325 -0.097
H -4.913 -3.452 -2.206
H -8.215 -8.406 2.900
H -6.522 -8.475 3.418
H -3.059 -2.746 1.043
H -9.586 -6.345 4.259
H -8.510 -8.284 5.298
H 2.247 2.554 3.880
H 4.614 8.231 3.782
H 1.909 -0.241 1.747
H 5.189 1.511 -6.122
H 2.557 1.084 -2.446
H -5.036 -1.161 1.004
H 2.047 5.062 4.667
H 6.000 -1.040 -3.474
H 7.682 3.267 -6.158
H -5.549 -4.758 -0.554
H 4.539 -0.362 -1.250
H -1.061 -3.762 -0.676
H 3.422 7.201 1.538
H -2.829 -1.138 1.221
H 0.504 2.159 0.502
H -8.251 -4.865 2.913
H -6.048 -5.112 1.530
H 0.740 3.124 3.140
H -4.476 -0.708 -0.592
H 7.274 1.991 -7.309

The value obtained for the LUMO energy is -3.9 eV. The HOMO energy comes out at -10.54 eV. The value obtained for the orbital gap is 6.66 eV. Its charge is +1. For the total energy, the calculation gives -55384.150 eV.

(5)
Computed, not measured: a single C2H4N8O4 molecule at a distorted geometry, with ωB97M-V/def2-TZVPD.

Element x y z (Å)
O 1.976 1.813 1.396
O 2.919 1.252 -0.468
O -3.046 1.348 -1.638
O -3.371 1.190 0.469
N -2.798 0.882 -0.570
N 2.043 -0.848 -1.680
N 2.162 1.101 0.439
N -0.575 -1.767 0.309
N -1.350 -0.172 1.779
N 0.514 -1.883 -0.160
N 1.274 0.028 0.398
N -1.905 -0.161 -0.504
C -1.287 -0.555 0.483
C 1.219 -0.824 -0.665
H 2.699 -0.161 -1.658
H 1.906 -1.554 -2.363
H -0.490 -0.356 2.480
H -1.890 0.666 1.955

The value obtained for the LUMO energy is -1.5 eV. As for the SMILES: NC(/N=N\C(N)=N\[N+](=O)[O-])=N\[N+](=O)[O-]. The energy above the lowest of the compared OMol25 structures with the same formula, charge and spin is 0.0 kcal per mole. The HOMO energy comes out at -10.26 eV. The value obtained for the orbital gap is 8.79 eV. For the total energy, the calculation gives -22240.067 eV.

(6)
Computed, not measured: a molecular structure, C52H36LiN2OP2S3, with ωB97M-V/def2-TZVPD.

Element x y z (Å)
S 1.814 -0.334 -0.187
S -2.881 1.886 -0.121
S -2.166 -1.458 0.035
P -0.094 0.233 2.451
P -0.105 -0.042 -2.561
O 1.268 1.016 0.216
N -6.518 1.350 -0.106
N -5.702 -2.468 0.133
C 3.858 -0.727 4.732
C -2.043 1.860 -3.305
C -1.929 3.845 3.117
C 5.235 0.311 -5.618
C 3.757 -1.030 3.360
C -2.468 3.117 -3.715
C 0.239 2.547 -3.600
C -0.878 4.749 3.091
C -1.296 -1.979 3.521
C 5.187 0.504 -3.195
C 4.835 -1.835 2.938
C -1.060 -1.332 -3.439
C -5.423 0.987 -0.076
C 1.508 -0.290 -4.842
C 2.875 0.011 5.315
C -1.072 -0.621 3.756
C 0.419 4.292 2.898
C 1.750 0.356 4.534
C -3.755 -0.751 0.011
C 3.855 0.058 -5.049
C -2.541 -2.195 -5.138
C 3.886 -1.783 0.760
C 2.691 -0.607 2.533
C 3.073 0.083 -1.405
C 5.107 -1.362 5.304
C -2.560 -2.158 5.558
C 1.600 0.044 3.200
C -1.618 -0.043 4.899
C -1.544 4.089 -4.065
C 5.386 0.726 -1.866
C -0.949 -2.620 -2.914
C 2.776 -0.016 -2.809
C 4.873 -2.265 1.646
C 0.663 2.934 2.755
C -2.415 -3.472 -4.614
C 1.515 -0.186 -3.469
C -0.684 1.549 -3.273
C 4.309 0.493 -0.982
C 2.661 -0.197 -5.653
C 2.875 -0.940 1.145
C -1.861 -1.130 -4.557
C -4.037 0.581 -0.055
C -2.023 -2.746 4.420
C -4.852 -1.691 0.072
C 6.127 0.595 -4.376
C -0.186 3.806 -3.994
C 3.898 0.156 -3.647
C -1.687 2.487 2.959
C 5.775 -2.078 4.097
C -1.609 -3.685 -3.503
C -2.358 -0.806 5.794
C -0.384 2.011 2.801
Li -0.798 0.662 -0.019
H 5.225 1.157 -6.306
H 6.929 -0.138 -4.285
H -3.527 3.341 -3.721
H -2.520 1.798 2.932
H 2.572 -0.276 -6.730
H 5.910 -3.145 4.282
H -1.879 5.073 -4.372
H 4.850 -2.071 6.092
H -2.203 -3.793 4.212
H -1.070 5.810 3.202
H -3.154 -2.747 6.247
H 6.346 1.039 -1.473
H 1.244 4.994 2.851
H -2.961 -4.296 -5.057
H 4.481 0.612 0.081
H 0.544 4.569 -4.235
H 6.600 1.577 -4.430
H -0.364 -2.779 -2.016
H 0.550 -0.413 -5.334
H -1.527 -4.675 -3.072
H -1.475 1.013 5.094
H 5.766 -0.617 5.750
H -0.932 -2.423 2.603
H -2.773 1.134 -2.972
H 0.928 0.862 5.026
H 5.657 -2.914 1.277
H 5.593 -0.552 -6.181
H 6.762 -1.665 3.883
H 1.302 2.340 -3.546
H 2.911 0.284 6.364
H -2.948 4.193 3.225
H -1.964 -0.139 -4.980
H -3.176 -2.019 -5.997
H 3.970 -2.053 -0.287
H 1.676 2.585 2.594
H -2.788 -0.337 6.671

The value obtained for the LUMO energy is 1.6 eV. The energy above the lowest of the compared OMol25 structures with the same formula, charge and spin is 0.0 kcal per mole. The HOMO energy comes out at -3.16 eV. The value obtained for the orbital gap is 4.78 eV. Its charge is -1. For the total energy, the calculation gives -110827.684 eV.